No. 1
Here is an isolated molecule of C3H7FN2O in a non-equilibrium geometry from the Open Molecules 2025 dataset. Energies are from wB97M-V/def2-TZVPD.

Last column: natural (NBO) charge in e.
Atoms and positions in Å:
C  0.65034  -1.00204  -0.09392  0.548
C  1.57270  0.18767  0.05075  -0.719
C  -0.73037  -0.61105  -0.66589  0.225
N  -1.12289  1.01650  1.02932  -0.673
N  -1.11606  0.65685  -0.34577  -0.494
O  1.11718  -2.10605  0.10046  -0.492
F  -1.79629  -1.53556  -0.35243  -0.395
H  1.14874  1.11016  0.42753  0.203
H  2.02579  0.42587  -0.90796  0.244
H  2.44386  -0.00229  0.72972  0.241
H  -0.60231  -0.71988  -1.78200  0.192
H  -1.59692  0.22668  1.51453  0.374
H  -0.19967  1.35306  1.29949  0.364
H  -1.79409  1.00007  -1.00382  0.382

## Properties
SMILES   CC(=O)[C@@H](F)NN
Frontier orbital gap   10.659 eV
Electronic energy   -403.063323 Ha
F_max   2.27 eV/A
Energy relative to the best compared isomer or geometry (same formula, charge and spin)   28.9 kcal/mol

---

No. 2
Here is an isolated molecule of C3H7FN2O in a non-equilibrium geometry from the Open Molecules 2025 dataset. Energies are from wB97M-V/def2-TZVPD.

Last column: natural (NBO) charge in e.
Atoms and positions in Å:
C  -0.05520  0.03730  0.46064  0.762
C  -2.11278  0.63785  -0.90136  -0.425
C  2.16343  -0.56250  1.20254  -0.462
N  -0.97295  -0.28493  -0.51166  -0.624
N  0.92689  -1.10211  0.71550  -0.074
O  0.04841  1.06935  1.04310  -0.602
F  1.30531  -1.72710  -0.59138  -0.301
H  -1.98792  0.77103  -1.95157  0.212
H  -3.05656  0.00175  -0.73399  0.201
H  -2.23948  1.56361  -0.18464  0.245
H  1.85121  0.25407  1.82088  0.251
H  2.72991  -1.47602  1.66781  0.209
H  2.75386  -0.12538  0.42482  0.205
H  -1.06544  -1.26168  -0.55814  0.403

## Properties
SMILES   CNC(=O)N(C)F
Frontier orbital gap   10.883 eV
Electronic energy   -403.040407 Ha
F_max   3.38 eV/A
Energy relative to the best compared isomer or geometry (same formula, charge and spin)   43.3 kcal/mol

---

No. 3
Here is a 2-piece molecular cluster, C3H7FN3 overall in a non-equilibrium geometry from the Open Molecules 2025 dataset. Energies are from wB97M-V/def2-TZVPD.

Last column: natural (NBO) charge in e.
Atoms and positions in Å:
C  2.68524  -1.38576  2.16042  0.769
C  -1.14707  0.33414  -0.40005  0.332
C  -0.08250  1.20566  0.24148  -0.674
N  2.58828  -1.11959  0.76473  -0.582
N  1.53548  -1.68171  1.80117  -0.347
N  -0.95661  -0.94298  -0.38240  -0.614
F  3.47591  -1.43050  3.13087  -0.205
H  -2.07117  0.60928  -1.00203  0.249
H  0.79523  0.97793  -0.50967  0.291
H  0.12298  0.76176  1.13557  0.257
H  -0.49638  2.22302  0.20864  0.268
H  2.96388  -1.66229  0.00331  0.377
H  -0.23907  -1.37603  0.17786  0.445
H  -1.54082  -1.58497  -0.89216  0.434

## Properties
Frontier orbital gap   8.383 eV
Electronic energy   -382.235750 Ha
F_max   5.18 eV/A
Charge   +1
Energy relative to the best compared isomer or geometry (same formula, charge and spin)   98.8 kcal/mol

---

No. 4
Here is an isolated ion of composition C3H7FN3 and charge +1 in a non-equilibrium geometry from the Open Molecules 2025 dataset. Energies are from wB97M-V/def2-TZVPD.

Last column: natural (NBO) charge in e.
Atoms and positions in Å:
C  -0.26159  0.09826  -0.20405  0.607
C  2.20191  -0.04643  0.32093  0.472
C  -0.92204  -1.21061  0.04521  -0.692
N  1.92685  1.31911  0.04816  -0.430
N  0.90093  0.44691  0.50690  -0.271
N  -0.97602  1.07553  -0.70576  -0.688
F  2.36783  -0.89788  -0.74263  -0.308
H  2.92608  -0.25322  1.06253  0.208
H  -1.07482  -1.35143  1.16108  0.299
H  -1.81712  -1.11525  -0.65761  0.259
H  -0.16998  -1.93802  -0.07106  0.279
H  2.15529  2.00044  0.73019  0.394
H  -1.96466  1.01257  -0.91282  0.429
H  -0.70235  1.89007  -1.21475  0.444

## Properties
SMILES   CC(=[NH2+])N1N[C@@H]1F
Frontier orbital gap   10.546 eV
Electronic energy   -382.299425 Ha
F_max   3.08 eV/A
Charge   +1
Energy relative to the best compared isomer or geometry (same formula, charge and spin)   58.8 kcal/mol

---

No. 5
Here is an isolated ion of composition C3H7FN3 and charge +1 in a non-equilibrium geometry from the Open Molecules 2025 dataset. Energies are from wB97M-V/def2-TZVPD.

Last column: natural (NBO) charge in e.
Atoms and positions in Å:
C  -0.80428  0.11501  -0.41625  0.543
C  1.65070  0.19293  0.00281  0.864
C  -1.99500  0.52478  -1.17432  -0.677
N  2.49469  -0.34873  1.18859  -0.780
N  0.41542  0.42431  -0.83436  -0.499
N  -0.98207  -0.50744  0.71344  -0.711
F  2.56152  0.10354  -0.96209  -0.271
H  3.54782  -0.48977  0.99390  0.473
H  -2.69941  0.89424  -0.31284  0.257
H  -1.70091  1.24245  -1.87267  0.269
H  -2.51316  -0.26873  -1.71888  0.279
H  2.14642  -0.21264  2.10928  0.414
H  -1.90915  -0.83309  0.95458  0.426
H  -0.21258  -0.83688  1.32882  0.414

## Properties
SMILES   CC(=[NH2+])/N=C(\N)F
Frontier orbital gap   9.523 eV
Electronic energy   -382.300963 Ha
F_max   5.41 eV/A
Charge   +1
Energy relative to the best compared isomer or geometry (same formula, charge and spin)   57.8 kcal/mol

---

No. 6
Here is an isolated molecule of C3H7FN4 in a non-equilibrium geometry from the Open Molecules 2025 dataset. Energies are from wB97M-V/def2-TZVPD.

Last column: natural (NBO) charge in e.
Atoms and positions in Å:
C  -0.26609  -0.20852  -0.07571  0.264
C  1.08316  -0.81668  -0.02916  0.336
C  2.21390  -0.27677  0.39216  -0.462
H  -2.56887  0.10554  0.82555  0.347
H  -2.97012  -0.29866  -0.69925  0.350
H  -1.10244  -2.02712  0.40592  0.380
H  0.02280  2.84584  -0.52639  0.362
H  1.18056  1.72096  -0.82105  0.341
H  2.24160  0.74070  0.77804  0.239
H  3.12595  -0.84446  0.38692  0.223
N  -2.60218  -0.69941  0.16902  -0.636
N  -1.30637  -1.13747  -0.07247  -0.434
N  -0.57086  1.03620  -0.12502  -0.320
N  0.44879  1.97910  -0.18198  -0.655
F  1.07016  -2.11925  -0.42661  -0.334

## Properties
SMILES   C=C(F)/C(=N\N)NN
Frontier orbital gap   9.173 eV
Electronic energy   -437.315542 Ha
F_max   1.27 eV/A
Energy relative to the best compared isomer or geometry (same formula, charge and spin)   62.3 kcal/mol

---

No. 7
Here is a 2-piece molecular cluster, C3H7FNO3S overall in a non-equilibrium geometry from the Open Molecules 2025 dataset. Energies are from wB97M-V/def2-TZVPD.

Last column: natural (NBO) charge in e.
Atoms and positions in Å:
N  -1.82661  -0.29872  -3.25818  -0.870
S  -0.42571  0.24445  -2.40243  1.227
F  0.48410  -1.06116  -2.12273  -0.367
H  -1.52566  -0.37783  -4.24500  0.416
H  -2.44254  0.53702  -3.22931  0.432
H  0.20275  1.09779  -3.30061  0.162
C  -0.29879  0.32757  1.52821  -0.102
C  0.68221  -0.77073  1.25399  -0.099
O  1.83580  -0.35884  1.97084  -0.482
C  1.41396  0.47862  2.96234  0.955
O  2.10007  0.87184  3.84353  -0.528
O  0.09799  0.80363  2.80369  -0.476
H  -1.32886  -0.02955  1.55176  0.206
H  -0.22252  1.14841  0.80612  0.157
H  0.34908  -1.73598  1.64409  0.200
H  0.90474  -0.87653  0.19370  0.168

## Properties
Frontier orbital gap   6.645 eV
Electronic energy   -896.664330 Ha
F_max   2.88 eV/A
Charge   +1
Energy relative to the best compared isomer or geometry (same formula, charge and spin)   47.9 kcal/mol

---

No. 8
Here is C3H7FNO6S2 as an isolated structure from the Open Molecules 2025 dataset. Energies are from wB97M-V/def2-TZVPD.

Last column: natural (NBO) charge in e.
Atoms and positions in Å:
C  -2.60935  1.09599  1.52427  -0.648
C  -1.83537  -0.19494  1.43206  -0.036
F  -0.77895  -0.11319  2.33347  -0.358
S  -1.20797  -0.44475  -0.26936  2.274
O  -1.09614  0.87406  -0.86925  -0.998
O  -2.19736  -1.31468  -0.86558  -0.974
N  0.18513  -1.12643  0.03153  -1.229
S  1.28485  -1.20554  -1.09565  2.297
O  2.42720  -1.92892  -0.55467  -1.007
O  0.80732  -1.62065  -2.39320  -0.972
C  1.94838  0.44351  -1.36270  -0.381
O  2.51645  1.00599  -0.21461  -0.272
O  3.82567  0.44750  0.00102  -0.469
H  -1.96514  1.93144  1.26435  0.239
H  -3.48875  1.07913  0.88233  0.224
H  -2.94307  1.21396  2.55718  0.205
H  -2.41569  -1.07492  1.70667  0.183
H  2.68096  0.30300  -2.16434  0.196
H  1.16696  1.11990  -1.70152  0.244
H  3.69487  -0.49043  -0.24200  0.481

## Properties
Frontier orbital gap   9.316 eV
Electronic energy   -1520.907014 Ha
F_max   0.65 eV/A
Charge   -1
Energy relative to the best compared isomer or geometry (same formula, charge and spin)   0.0 kcal/mol

---

No. 9
Here is a 2-piece molecular cluster, C3H7FO overall in a non-equilibrium geometry from the Open Molecules 2025 dataset. Energies are from wB97M-V/def2-TZVPD.

Last column: natural (NBO) charge in e.
Atoms and positions in Å:
C  -1.69691  0.45044  -0.27981  -0.678
C  1.87257  -0.20295  -0.18957  -0.244
C  -0.45919  -0.30988  0.24800  0.600
O  0.51352  -0.53126  -0.57140  -0.554
F  -0.94845  -1.45197  0.84020  -0.381
H  -2.50066  0.23893  0.52270  0.233
H  -1.52796  1.46289  -0.21780  0.214
H  -1.84294  0.19590  -1.34438  0.227
H  2.16650  -1.03426  0.38309  0.191
H  1.76816  0.68310  0.49072  0.194
H  2.41023  -0.01816  -1.21143  0.210
H  0.24512  0.51723  1.32969  -0.011

## Properties
Frontier orbital gap   11.157 eV
Electronic energy   -293.514241 Ha
F_max   5.47 eV/A
Energy relative to the best compared isomer or geometry (same formula, charge and spin)   49.9 kcal/mol